No. 1
C25H29Cl5NO6SV | ωB97M-V with the def2-TZVPD basis set

Properties
electronic energy	-5119.4982	a.u.
multiplicity	2
net charge	-1
frontier orbital gap (spin up / spin down)	6.94 / 6.31	eV

```
68
Properties=species:S:1:pos:R:3:forces:R:3
V -0.404 -0.691 0.145 0.924 2.016 0.708
Cl 0.848 0.656 -1.776 0.304 0.380 -0.445
Cl -3.139 -1.942 -5.725 -0.100 -0.060 -0.055
Cl 1.422 0.818 -4.879 0.043 0.005 -0.018
Cl -3.652 -1.980 -2.617 -0.044 0.015 -0.028
Cl -0.614 -0.505 -6.859 0.003 -0.020 -0.073
S -2.123 -3.055 1.273 -0.075 0.989 -0.541
O 0.640 -2.359 -1.222 -0.759 0.435 0.093
O 1.185 -0.882 0.696 2.625 0.662 1.920
O 2.743 -3.224 -1.323 -0.404 -0.087 -0.245
O -1.573 -0.562 -1.096 -1.994 -0.102 -2.302
O -3.385 -2.901 0.545 0.170 -0.408 0.347
O 3.264 -1.706 1.008 -0.588 0.595 0.320
N -1.147 -1.914 1.091 -1.662 -2.913 1.963
C -1.386 -0.595 -2.395 0.380 0.016 -1.328
C -2.179 3.010 -0.334 -0.063 -0.037 -0.129
C -2.030 -1.188 -4.653 0.112 0.095 -0.066
C -0.995 2.399 0.436 0.177 0.220 -0.086
C -2.276 -1.205 -3.286 0.040 0.092 0.490
C 1.206 2.285 1.179 0.016 -0.113 0.129
C 2.213 -1.641 0.435 1.071 -2.105 -1.898
C -2.968 1.981 -1.154 -0.026 0.016 0.088
C -0.897 -0.558 -5.165 -0.026 0.010 0.128
C -0.880 1.269 1.420 -0.105 -0.712 -0.106
C 2.889 4.122 1.369 -0.032 -0.098 0.034
C -1.331 -0.008 3.612 -0.108 0.093 -0.176
C 3.393 2.122 -0.023 -0.065 -0.006 0.057
C -3.159 3.775 0.573 0.003 -0.013 -0.066
C 0.011 0.036 -4.290 -0.024 0.010 0.000
C 3.323 1.918 2.459 -0.044 0.003 -0.061
C 2.684 2.605 1.251 0.039 0.045 0.047
C -3.247 0.468 2.071 0.197 0.080 0.042
C 0.516 1.338 1.869 -0.030 0.498 0.148
C 1.845 -2.539 -0.872 0.691 0.566 1.033
C -2.102 2.285 3.371 -0.061 0.056 -0.057
C -0.233 -0.001 -2.931 -0.348 -0.172 0.091
C -1.889 0.989 2.568 -0.111 0.178 0.109
C 0.265 2.922 0.301 -0.161 0.128 0.170
C -1.672 4.057 -1.342 0.008 -0.078 0.028
H -2.803 2.100 4.191 0.026 0.027 0.043
H -3.753 3.115 1.201 -0.007 0.047 0.015
H -3.872 2.443 -1.563 0.006 0.040 0.010
H 2.389 4.511 2.259 -0.009 0.016 -0.011
H -2.512 4.403 -1.950 -0.020 0.010 0.031
H 4.384 2.171 2.517 0.003 0.001 0.006
H 2.839 2.244 3.383 0.018 -0.028 0.015
H -1.244 4.923 -0.833 0.042 0.001 -0.045
H 2.490 4.641 0.495 -0.008 0.035 0.021
H -0.837 -0.859 3.164 0.087 -0.194 -0.075
H -3.263 1.118 -0.562 -0.014 0.009 -0.069
H 3.955 4.351 1.441 0.004 0.024 -0.006
H -2.158 -0.379 4.222 0.016 0.006 0.029
H 3.239 0.833 2.380 0.004 -0.008 0.017
H 0.552 3.726 -0.361 -0.085 -0.028 -0.119
H -2.495 3.093 2.763 -0.001 -0.053 0.086
H 3.304 1.040 -0.133 0.001 -0.026 0.005
H -0.623 0.480 4.283 0.020 0.004 -0.038
H -1.153 2.621 3.794 0.006 -0.005 0.002
H -3.792 1.221 1.506 0.010 -0.028 -0.014
H -0.925 3.636 -2.018 0.032 -0.003 0.006
H -3.119 -0.400 1.428 -0.103 -0.035 -0.020
H -2.619 4.477 1.210 -0.022 0.023 0.007
H 4.458 2.367 0.019 0.007 0.009 -0.024
H 0.903 0.735 2.673 0.073 -0.124 -0.122
H -2.368 1.634 -1.997 -0.060 0.018 0.030
H -3.856 4.346 -0.047 0.004 -0.018 -0.026
H 2.965 2.601 -0.908 0.016 -0.005 -0.026
H -3.872 0.180 2.920 -0.021 0.007 0.008
```
Positions in Å, forces in eV/Å.

Atomic partial charges in e from the Löwdin method, atoms 1 to 5: 0.8914 0.9564 0.6852 0.7056 0.7612


No. 2
C25H29ClN3 | ωB97M-V with the def2-TZVPD basis set

Properties
electronic energy	-1594.1054	a.u.
SMILES	CN(C)c1ccc(/C=C/[C@H]([NH2+]c2ccc(Cl)cc2)c2ccc(N(C)C)cc2)cc1
net charge	+1
frontier orbital gap	6.27	eV

```
58
Properties=species:S:1:pos:R:3:forces:R:3
Cl -5.417 5.753 -1.624 -0.091 0.005 0.000
N -4.942 -2.473 -0.260 -0.471 -0.367 -0.427
N -0.621 2.281 -0.885 -1.020 2.807 -2.139
N 6.657 -1.769 1.021 0.519 0.013 -0.068
C -1.961 -0.564 0.841 -0.037 0.372 0.051
C 4.198 -1.644 0.899 0.538 0.279 0.089
C -2.715 2.851 -2.135 -0.710 0.346 -0.315
C 7.230 -2.342 -0.182 -0.373 -0.024 0.033
C -3.340 4.792 -0.204 0.405 -0.789 -0.325
C -1.579 0.050 -0.348 0.456 -0.432 0.384
C -3.796 -1.669 -0.297 0.480 0.543 0.268
C -0.336 0.925 -0.425 0.444 -1.282 1.037
C -3.076 -1.389 0.889 -0.209 -0.289 -0.737
C 3.074 0.529 0.850 0.525 -0.123 1.669
C -2.246 3.926 -0.018 -0.672 0.628 0.242
C 4.341 1.134 1.015 0.034 0.019 -0.039
C -4.116 4.662 -1.361 0.450 -0.220 0.183
C -3.343 -1.114 -1.525 -0.385 -0.595 0.494
C -2.227 -0.300 -1.538 0.223 0.263 -0.006
C -3.819 3.702 -2.332 0.712 -0.359 0.606
C -4.906 -3.918 -0.365 0.160 0.078 0.003
C 7.351 -2.158 2.234 -0.221 0.191 -0.040
C 3.032 -0.890 0.856 -0.168 0.270 -0.167
C -1.981 2.959 -0.966 0.856 0.150 0.044
C 1.906 1.368 0.668 0.694 0.077 0.374
C 5.468 -1.024 1.018 -0.782 0.376 -0.035
C 5.502 0.391 1.113 0.063 -0.563 -0.034
C -6.236 -1.953 0.130 0.244 0.102 0.033
C 0.600 0.971 0.775 -1.399 -0.553 0.268
H -6.202 -0.856 0.164 -0.122 -0.318 0.013
H -6.988 -2.277 -0.608 0.053 0.206 0.237
H -1.587 4.055 0.843 -0.257 -0.057 -0.156
H 6.740 -1.931 -1.071 0.125 -0.124 0.159
H -6.535 -2.346 1.118 -0.058 0.209 -0.153
H 8.305 -2.113 -0.229 -0.206 0.033 -0.050
H -0.004 2.940 -0.393 -0.165 -0.256 -0.101
H -1.360 -0.421 1.735 -0.324 0.024 -0.091
H 2.067 -1.394 0.805 0.172 0.133 -0.147
H 7.131 -3.438 -0.183 -0.002 0.076 -0.157
H 4.401 2.220 1.062 -0.011 -0.130 -0.063
H -5.658 -4.249 -1.098 0.227 -0.043 0.116
H 2.162 2.428 0.509 0.011 -0.328 -1.675
H 0.250 0.497 -1.253 -0.039 0.099 0.250
H 8.414 -1.886 2.164 -0.175 0.004 0.124
H -0.318 2.303 -1.866 0.057 0.317 0.288
H 0.175 0.645 1.727 0.835 -1.424 -0.520
H -5.156 -4.393 0.599 0.125 0.000 -0.160
H -3.572 5.564 0.518 0.045 -0.046 -0.018
H 6.474 0.873 1.232 -0.311 -0.097 -0.051
H -3.361 -1.864 1.832 -0.024 0.166 -0.411
H -4.422 3.638 -3.228 0.085 -0.022 0.008
H 6.903 -1.659 3.100 0.147 -0.141 -0.115
H -3.915 -4.261 -0.686 -0.257 0.076 0.066
H -2.427 2.151 -2.919 -0.158 0.162 0.218
H -1.818 0.049 -2.491 -0.211 -0.070 0.215
H -3.867 -1.378 -2.456 0.274 0.138 0.578
H 4.167 -2.735 0.856 -0.082 0.339 0.013
H 7.298 -3.249 2.372 -0.018 0.154 0.135
```
Positions in Å, forces in eV/Å.

Atomic partial charges in e from the Löwdin method, atoms 1 to 5: 0.7306 -0.2593 0.1378 -0.2488 -0.0213


No. 3
C25H29CrN4O4PS2 | ωB97M-V with the def2-TZVPD basis set

Properties
electronic energy	-3672.2641	a.u.
multiplicity	5
frontier orbital gap (spin up / spin down)	4.76 / 7.48	eV

```
66
Properties=species:S:1:pos:R:3:forces:R:3
Cr 0.602 -0.164 0.921 -0.412 0.141 0.443
S 5.599 2.104 1.326 0.038 -0.003 -0.004
S 2.711 0.814 0.547 -0.239 -0.174 -0.150
P 4.009 1.286 2.094 0.165 0.020 0.207
O 0.407 -0.335 2.866 -0.038 0.174 -0.440
O -0.311 1.376 1.659 0.191 -0.378 0.367
O -2.179 2.595 8.596 0.020 0.010 -0.215
O -2.827 4.314 7.450 0.130 -0.147 -0.128
N 0.145 0.176 -1.141 0.169 0.173 -0.056
N 1.247 -2.043 0.102 0.144 -0.143 -0.068
N -1.343 -1.158 0.642 0.139 0.288 -0.210
N -2.281 3.209 7.529 -0.092 0.061 0.193
C -2.126 -0.144 -0.101 0.180 -0.161 0.001
C 5.041 -2.513 4.510 0.025 0.032 -0.008
C -1.324 0.381 -1.310 0.158 -0.168 0.138
C 3.169 3.744 3.018 -0.133 -0.011 0.041
C 0.176 -3.059 0.233 0.052 0.209 -0.003
C 3.768 -2.382 3.969 -0.014 0.058 -0.061
C -0.669 0.758 5.286 0.099 -0.089 -0.049
C 5.652 -0.373 3.579 0.088 -0.097 -0.004
C 3.179 2.375 3.288 -0.054 -0.040 0.065
C 5.978 -1.505 4.320 -0.013 0.020 -0.010
C 2.062 4.153 5.114 -0.018 -0.033 0.041
C -1.189 1.324 6.411 -0.047 0.150 0.116
C 4.385 -0.245 3.020 -0.058 -0.051 0.029
C -0.692 1.454 4.040 -0.161 0.024 -0.071
C -1.276 2.758 3.997 0.028 -0.066 0.010
C 2.076 2.794 5.388 0.014 -0.044 -0.009
C 2.601 4.627 3.925 0.045 -0.028 -0.119
C -0.195 0.855 2.885 -0.022 -0.062 -0.400
C 2.623 1.900 4.475 -0.034 0.174 -0.104
C -1.791 3.326 5.126 -0.015 -0.047 0.142
C 1.726 -1.761 -1.277 -0.258 0.099 0.170
C 3.444 -1.252 3.227 0.051 0.032 0.090
C 0.756 -0.854 -2.037 -0.069 0.024 0.300
C -1.200 -2.462 -0.037 0.077 0.136 0.045
C -1.752 2.618 6.349 0.041 -0.002 -0.089
H -1.646 -0.103 -2.229 0.004 -0.046 -0.098
H -2.311 0.671 0.589 0.012 0.040 0.101
H -0.046 -1.436 -2.485 -0.078 -0.015 -0.009
H 1.892 -2.685 -1.834 -0.035 -0.085 -0.049
H -2.229 4.314 5.114 0.017 -0.022 0.001
H 0.352 -3.906 -0.432 0.016 -0.072 -0.025
H 2.600 0.840 4.686 0.050 -0.036 0.039
H 6.384 0.408 3.412 -0.026 -0.040 0.015
H 2.586 5.688 3.705 0.013 -0.051 0.011
H 3.613 4.108 2.101 0.038 0.007 0.004
H 3.023 -3.154 4.142 0.067 0.103 -0.034
H -1.530 1.442 -1.420 0.038 0.076 -0.008
H 1.295 -0.380 -2.853 0.012 0.079 -0.087
H 0.626 1.063 -1.272 -0.048 -0.060 -0.116
H 2.675 -1.248 -1.165 0.114 0.014 0.045
H -1.739 -1.279 1.566 0.006 0.016 0.116
H 5.299 -3.395 5.086 -0.013 0.076 -0.033
H -1.357 -2.318 -1.104 -0.005 0.047 -0.033
H 0.208 -3.423 1.259 0.038 0.002 0.064
H -3.085 -0.537 -0.439 -0.105 -0.102 -0.034
H 1.625 4.841 5.827 0.014 -0.031 -0.032
H -1.959 -3.166 0.298 -0.132 -0.058 0.000
H -1.182 0.810 7.362 0.006 0.006 -0.033
H -0.231 -0.234 5.321 -0.039 0.085 0.007
H 2.054 -2.369 0.629 -0.005 0.111 0.038
H -1.286 3.296 3.058 0.000 -0.025 0.041
H 2.437 -1.109 2.863 -0.052 -0.095 -0.022
H 6.969 -1.597 4.751 -0.073 0.009 -0.046
H 1.646 2.425 6.310 -0.009 -0.012 -0.026
```
Positions in Å, forces in eV/Å.

Atomic partial charges in e from the Löwdin method, atoms 1 to 5: 0.6235 0.2164 0.3867 0.1048 -0.1847